#one
A cluster of 12 separate species, BF4H22O11 in total, computed with ωB97M-V/def2-TZVPD.

Atoms and positions in Å:
B: -0.18364 0.47018 -0.40934
F: 0.54085 -0.08899 0.59417
F: -1.45594 0.82592 -0.06025
F: 0.53367 1.53923 -0.88805
F: -0.22707 -0.52517 -1.38062
O: 0.74712 4.11387 1.60919
H: 1.26730 3.87927 2.37769
H: 0.63145 3.28939 1.13688
O: -4.24725 -0.19767 -2.42036
H: -3.46956 0.05716 -1.92389
H: -4.16843 -1.14645 -2.51953
O: -0.84001 -4.03384 -0.92157
H: -0.51823 -3.13330 -0.96300
H: -0.95292 -4.20557 0.01331
O: -0.96420 -3.95766 2.58142
H: -1.53122 -3.55198 3.23728
H: -0.08210 -3.66854 2.81496
O: -3.81546 2.55405 2.66631
H: -3.50897 1.64725 2.66335
H: -3.67204 2.85877 1.77031
O: 2.16031 -2.86226 4.01125
H: 2.45848 -1.98500 3.77095
H: 1.91943 -2.78928 4.93476
O: 4.47825 -1.58023 0.43366
H: 4.87932 -1.87223 -0.38494
H: 3.54818 -1.78160 0.33042
O: -0.03987 -2.31517 -5.62741
H: 0.88579 -2.55056 -5.69042
H: -0.12474 -1.90315 -4.76760
O: 4.07812 3.00963 -3.14025
H: 3.64216 2.78742 -3.96292
H: 3.39298 3.41228 -2.60670
O: -3.18890 -0.98407 3.06056
H: -2.45151 -0.78373 2.48406
H: -3.87488 -1.29925 2.47206
O: 1.57483 5.41639 -2.05859
H: 1.25718 6.31851 -2.01979
H: 1.32160 5.03640 -1.21734

Results
2S+1: 1
Orbital gap (eV): 11.0
Net charge: -1
Molecular weight (g mol⁻¹): 285.0
LUMO (Ha): 0.087

---

#two
A cluster of 12 separate species, BF4H22O11 in total, computed with ωB97M-V/def2-TZVPD.

Atoms and positions in Å:
B: 0.06115 0.52040 0.34060
F: -0.97596 0.28365 -0.48174
F: -0.27954 1.30051 1.41882
F: 0.65724 -0.70588 0.68053
F: 0.88818 1.19257 -0.46725
O: -3.21472 -1.50687 1.82162
H: -2.62658 -1.31477 1.09127
H: -2.63394 -1.62045 2.57397
O: -0.87803 -1.74852 5.21380
H: -0.34050 -2.18623 5.87387
H: -0.38627 -0.95864 4.98910
O: -2.29670 3.24807 4.44062
H: -1.78840 2.63969 3.90420
H: -2.44712 4.00236 3.87084
O: 2.52437 -0.62794 -3.57539
H: 2.14378 -0.07077 -2.89646
H: 1.99403 -1.42458 -3.55726
O: 4.54783 1.42631 1.41240
H: 4.86891 0.56835 1.68998
H: 3.79381 1.23178 0.85577
O: -0.47379 -2.82086 -4.54693
H: -0.92713 -2.00587 -4.33130
H: -0.68760 -2.97834 -5.46656
O: -1.76569 4.34414 -0.78647
H: -1.30277 3.50634 -0.79132
H: -2.62912 4.14336 -1.14757
O: 3.40544 -3.70511 4.43061
H: 2.63055 -3.91382 3.90887
H: 3.31324 -4.23743 5.22078
O: 2.40057 5.53138 -2.65206
H: 2.39222 5.98623 -3.49425
H: 1.47848 5.35476 -2.46555
O: 0.04849 -5.35637 -1.58983
H: -0.24246 -4.95640 -2.40934
H: -0.06339 -4.66822 -0.93395
O: -3.47128 0.56379 -4.33599
H: -4.08503 -0.16304 -4.22990
H: -3.63237 1.12643 -3.57854

Results
2S+1: 1
Orbital gap (eV): 10.7
Net charge: -1
Molecular weight (g mol⁻¹): 285.0
LUMO (Ha): 0.084

---

Calculated relative energies: #one 0.0; #two 17.2, given in kcal/mol

---

#one
A cluster of 2 separate species, C3H7N3 in total, computed with ωB97M-V/def2-TZVPD.

Atoms and positions in Å:
C: 2.17338 -0.18714 -0.22032
C: -2.39839 0.06792 0.07073
C: 2.29827 0.30194 -1.41808
N: -1.36610 -0.01654 -0.52185
N: 2.18895 -0.35836 1.02797
N: -3.41083 0.26118 0.75587
H: 1.57814 1.01748 -1.71127
H: 2.81843 -0.10588 -2.26133
H: -0.57148 -0.52616 -0.84349
H: 2.78129 0.19176 1.69356
H: 1.90815 -1.19815 1.36480
H: -3.78052 -0.38580 1.37204
H: -4.21929 0.93775 0.69136

Results
2S+1: 1
Orbital gap (eV): 11.8
Net charge: +2
Molecular weight (g mol⁻¹): 85.1
LUMO (Ha): -0.313

---

#two
A cluster of 2 separate species, C3H7N3 in total, computed with ωB97M-V/def2-TZVPD.

Atoms and positions in Å:
C: 0.09854 0.09634 -0.85057
C: -1.40182 0.80287 1.12355
C: 0.88499 -1.03759 -1.17144
N: -0.59916 0.26805 0.20344
N: 1.92600 -1.62542 -1.00213
N: -1.24613 1.67473 2.07096
H: 0.34469 0.73546 -1.75470
H: -2.30952 0.39054 1.13915
H: -0.32593 -1.52821 -2.60882
H: 2.66818 -1.47486 -0.29100
H: 2.27588 -2.39944 -1.68273
H: -1.95697 1.91380 2.71886
H: -0.35876 2.18374 2.10543

Results
2S+1: 1
Orbital gap (spin up / spin down) (eV): 9.1 / 9.1
Net charge: +2
Molecular weight (g mol⁻¹): 85.1
LUMO (spin up / spin down) (Ha): -0.389 / -0.390

---

#three
The ion C3H7N3 with charge +2, computed with ωB97M-V/def2-TZVPD.

Atoms and positions in Å:
C: 0.88203 1.03006 0.41956
C: -0.41140 -0.62492 1.48784
C: -0.29859 -0.04679 -2.09626
N: -0.71638 -1.02359 0.10253
N: 0.56606 0.45061 1.44957
N: -0.19868 -0.27178 -0.69850
H: 1.52388 1.90382 0.08714
H: -1.34083 -0.43138 2.14959
H: 0.02607 -1.50471 2.07444
H: -0.60407 1.01134 -2.31389
H: -1.05942 -0.82317 -2.49889
H: 0.63942 -0.33216 -2.65156
H: 0.99190 0.66267 2.48844

Results
2S+1: 1
Orbital gap (eV): 10.6
Net charge: +2
Molecular weight (g mol⁻¹): 85.1
LUMO (Ha): -0.413

---

Calculated relative energies: #one 0.0; #two 62.8; #three 65.3, given in kcal/mol

---

#one
A cluster of 2 separate species, CHNO2S in total, computed with ωB97M-V/def2-TZVPD.

Atoms and positions in Å:
C: -1.31498 0.54873 -0.05906
N: -1.94522 -0.61305 0.33495
O: -2.14126 -1.51387 -0.48926
O: -2.22838 -0.66396 1.50755
S: -1.85707 1.99374 -0.30566
H: 0.69445 0.50315 -0.12900

Results
2S+1: 1
Orbital gap (spin up / spin down) (eV): 7.8 / 8.0
Net charge: 0
Molecular weight (g mol⁻¹): 91.1
LUMO (spin up / spin down) (Ha): -0.084 / -0.062

---

#two
A structure of composition CHNO2S, computed with ωB97M-V/def2-TZVPD.

Atoms and positions in Å:
C: 0.07746 -0.63209 0.22820
N: -0.67966 0.41824 0.10886
O: -0.31054 -2.44473 -0.05398
O: 1.59095 1.20470 -0.83381
S: 0.98946 0.94607 0.43175
H: -1.66766 0.50782 0.11899

Results
2S+1: 1
Orbital gap (spin up / spin down) (eV): 8.4 / 8.4
Net charge: 0
Molecular weight (g mol⁻¹): 91.1
LUMO (spin up / spin down) (Ha): -0.046 / -0.046

---

Calculated relative energies: #one 4.3; #two 0.0, given in kcal/mol

---

#one
A cluster of 2 separate species, CH3N2O in total, computed with ωB97M-V/def2-TZVPD.

Atoms and positions in Å:
C: 1.29912 0.05085 0.00116
N: -2.70568 0.57184 -0.02042
N: -1.79431 -0.04741 -0.00688
O: -0.87834 -0.76961 0.02472
H: 1.24054 0.47827 -0.99349
H: 1.64552 -0.97181 0.12509
H: 1.19316 0.68786 0.86983

Results
2S+1: 1
Orbital gap (eV): 9.0
Net charge: +1
Molecular weight (g mol⁻¹): 59.0
LUMO (Ha): -0.316

---

#two
A cluster of 2 separate species, CH3N2O in total, computed with ωB97M-V/def2-TZVPD.

Atoms and positions in Å:
C: -0.47363 -0.39681 0.56396
N: -0.41228 1.20678 -0.77284
N: 0.46767 -1.17119 0.74193
O: 0.02996 2.16177 -1.40380
H: -1.43871 1.11284 -0.74519
H: 0.49464 -1.93994 1.35252
H: 1.33235 -0.97344 0.26342

Results
2S+1: 1
Orbital gap (eV): 8.9
Net charge: +1
Molecular weight (g mol⁻¹): 59.0
LUMO (Ha): -0.248

---

Calculated relative energies: #one 0.0; #two 27.6, given in kcal/mol

---

#one
A structure of composition H4NOP2, computed with ωB97M-V/def2-TZVPD.

Atoms and positions in Å:
N: 1.02338 -0.10090 -0.58864
O: 1.41866 1.67296 1.29647
P: 0.00562 -1.23972 -1.28402
P: 0.44410 0.73590 0.66196
H: -0.76097 -1.72848 -0.12005
H: -1.26948 -0.65059 -1.67109
H: -0.32441 -0.26036 1.44712
H: -0.53690 1.57120 0.25824

Results
2S+1: 1
Orbital gap (eV): 8.9
Net charge: -1
Molecular weight (g mol⁻¹): 96.0
LUMO (Ha): 0.177

---

#two
A structure of composition H4NOP2, computed with ωB97M-V/def2-TZVPD.

Atoms and positions in Å:
N: 0.38694 -0.61092 -0.09332
O: 1.11594 -0.84994 1.32405
P: -1.30596 -0.72239 -0.08489
P: 0.69148 0.86990 0.78540
H: -1.46401 0.13598 -1.21819
H: -1.42870 -1.80884 -0.88466
H: -0.03203 1.78459 -0.30292
H: 2.03634 1.20162 0.47452

Results
2S+1: 1
Orbital gap (eV): 7.4
Net charge: -1
Molecular weight (g mol⁻¹): 96.0
LUMO (Ha): 0.175

---

Calculated relative energies: #one 0.0; #two 100.9, given in kcal/mol